No. 1
This record from OMol25 describes a 2-piece molecular cluster, C3H7S overall. The level of theory is ωB97M-V with the def2-TZVPD basis set.

Computed properties:
Kohn-Sham gap (eV): 6.53
Energy relative to the best compared isomer or geometry (same formula, charge and spin) (eV): 0.6671
E (Eh): -516.6879

```
! wB97M-V def2-TZVPD RIJCOSX def2/J DEFGRID3
* xyz -1 1
S -2.4448 -0.5283 1.9478
H -2.1844 0.5953 2.6342
C 1.0437 -0.9927 -0.3179
C 0.6859 0.3492 -0.8812
C -0.3277 1.0994 -0.4906
H 0.6154 -1.8177 -0.8963
H 0.7242 -1.1501 0.7081
H 2.1275 -1.1209 -0.3722
H 1.3545 0.6927 -1.6670
H -0.6700 1.9500 -1.0716
H -0.9242 0.9232 0.4068
*
```

For reference, the Mulliken charges in units of e are:
1. S -0.877
2. H -0.061
3. C -0.878
4. C 0.005
5. C -0.426
6. H 0.204
7. H 0.289
8. H 0.291
9. H 0.266
10. H 0.232
11. H -0.044

=====

No. 2
This record from OMol25 describes a single C3H8 molecule at a distorted geometry. The level of theory is ωB97M-V with the def2-TZVPD basis set.

Computed properties:
Kohn-Sham gap (eV): 12.11
Energy relative to the best compared isomer or geometry (same formula, charge and spin) (eV): 2.2746
SMILES string: CCC
E (Eh): -119.0119

```
! wB97M-V def2-TZVPD RIJCOSX def2/J DEFGRID3
* xyz 0 1
C 0.8480 -0.8051 0.1135
C -0.4606 -0.3303 -0.4365
C -0.6460 1.0536 0.1027
H 1.1579 -1.7463 -0.3941
H 0.7380 -1.0069 1.1905
H 1.5082 0.3059 0.1133
H -0.9786 -1.1899 0.0059
H -0.5604 -0.3708 -1.5305
H 0.6368 1.3521 0.0565
H -0.7993 1.0949 1.1842
H -1.4441 1.6427 -0.4055
*
```

For reference, the Mulliken charges in units of e are:
1. C -0.861
2. C -0.274
3. C -0.771
4. H 0.307
5. H 0.282
6. H 0.154
7. H 0.223
8. H 0.287
9. H 0.078
10. H 0.273
11. H 0.300

=====

No. 3
This record from OMol25 describes a single C3H8BNO molecule at a distorted geometry. The level of theory is ωB97M-V with the def2-TZVPD basis set.

Computed properties:
Kohn-Sham gap (eV): 10.32
Energy relative to the best compared isomer or geometry (same formula, charge and spin) (eV): 4.3222
SMILES string: BONCC=C
E (Eh): -273.8482

```
! wB97M-V def2-TZVPD RIJCOSX def2/J DEFGRID3
* xyz 0 1
B 2.7996 0.5706 1.0537
O 1.6946 0.8264 0.3274
N 0.4250 0.2758 0.5534
C -0.1862 -0.0248 -0.7361
C -1.6485 0.2154 -0.5366
C -2.5396 -0.7780 -0.4653
H 2.7906 -0.3506 1.8753
H 3.7639 1.2673 0.6972
H 0.6516 -0.5384 1.0782
H -0.0725 0.6681 -1.7266
H 0.1220 -1.0476 -1.0047
H -1.8823 1.2361 -0.3773
H -3.6087 -0.4867 -0.1793
H -2.3094 -1.8337 -0.5593
*
```

For reference, the Mulliken charges in units of e are:
1. B 0.316
2. O -0.298
3. N -0.363
4. C -0.328
5. C -0.172
6. C -0.632
7. H -0.099
8. H -0.066
9. H 0.271
10. H 0.247
11. H 0.340
12. H 0.311
13. H 0.201
14. H 0.273

=====

No. 4
This record from OMol25 describes a single C3H8BNO2 molecule at a distorted geometry. The level of theory is ωB97M-V with the def2-TZVPD basis set.

Computed properties:
⟨S²⟩: 2.005
Kohn-Sham gap (spin up / spin down) (eV): 4.54 / 8.05
Energy relative to the best compared isomer or geometry (same formula, charge and spin) (eV): 0.7798
E (Eh): -349.0853

```
! wB97M-V def2-TZVPD RIJCOSX def2/J DEFGRID3
* xyz 0 3
B -1.4289 0.1643 -0.1832
C 1.0899 -0.3036 -0.2430
C 1.5798 0.1324 1.1300
C -0.2369 -0.8774 -0.2186
N 1.8978 -0.0081 -1.1738
O -2.5620 -0.4312 -0.4754
O -1.1403 1.3977 0.0692
H 1.5670 1.2586 1.0104
H 0.9204 -0.1722 1.9817
H 2.5907 -0.1924 1.2617
H -0.4876 -1.4290 -1.1896
H -0.3113 -1.5797 0.7028
H 1.5599 -0.0909 -2.0793
H -3.4065 -0.1121 -0.5688
H -1.6321 2.2436 -0.0242
*
```

For reference, the Mulliken charges in units of e are:
1. B 0.645
2. C 0.684
3. C -1.133
4. C -0.732
5. N -0.560
6. O -0.501
7. O -0.533
8. H 0.167
9. H 0.250
10. H 0.424
11. H 0.250
12. H 0.223
13. H 0.217
14. H 0.286
15. H 0.310